(1)
A 2-piece molecular cluster, C5H14 overall in a non-equilibrium geometry. Source: OMol25; level of theory: wB97M-V/def2-TZVPD.

Output
**HOMO (spin up / spin down)**: -14.03 / -14.03 eV
**E_tot**: -198.44018 Eh
**2S+1**: 2
**Kohn-Sham gap (spin up / spin down)**: 0.3911 / 0.1045 hartree
**Relative energy (zero: lowest compared OMol25 entry of this formula, charge and spin)**: 29.4 kcal/mol
**Total charge**: +1

Geometry as XYZ:
```
19
Properties=species:S:1:pos:R:3:forces:R:3
C 2.353269 -1.522451 -0.459001 -3.0 3.7 2.5
C 2.622091 -1.138034 1.044485 0.9 -2.0 -2.2
C 0.945762 -1.114012 -0.995678 2.5 -2.0 -0.1
H 2.493191 -2.548429 -0.808536 1.1 -1.4 -0.3
H 3.195558 -1.169260 -1.197798 -0.3 -0.5 0.3
H 3.110546 -1.922727 1.680726 0.2 0.1 -0.7
H 3.453315 -0.385865 1.010454 -0.3 0.0 0.1
H 0.918600 -1.189351 -2.077385 -0.2 -0.7 -0.1
H 1.763437 -0.879540 1.617563 -0.8 0.8 -0.1
H 0.658727 -0.116334 -0.829506 -0.4 1.7 1.0
H 0.184866 -1.735493 -0.453080 0.2 0.3 -0.3
C -2.841285 1.238099 0.727102 0.1 1.3 1.3
C -2.575824 2.178416 -0.431781 0.1 0.6 1.0
H -2.295992 0.329080 0.700735 0.7 -0.9 -0.2
H -2.433414 1.812216 1.564017 -0.6 -0.6 0.7
H -3.890146 0.975486 0.877257 0.1 0.2 0.0
H -1.822064 2.984463 -0.126618 -0.7 -1.4 -1.0
H -3.504654 2.690518 -0.613316 -0.2 0.4 -0.6
H -2.335985 1.513218 -1.229640 0.5 0.5 -1.3
```
Positions in Å, forces in eV/Å.

Electronic structure analysis, natural (NBO) charges in units of e: -0.3480 -0.6062 -0.6274 0.4080 0.4140 0.3091 0.3283 0.2543 0.2593 0.2954 0.3115 -0.6067 -0.6144 0.1754 0.2058 0.2180 0.2059 0.2215 0.1962


(2)
A 2-piece molecular cluster, C5H14 overall in a non-equilibrium geometry. Source: OMol25; level of theory: wB97M-V/def2-TZVPD.

Output
**HOMO (spin up / spin down)**: -15.22 / -14.90 eV
**E_tot**: -198.46185 Eh
**2S+1**: 2
**Kohn-Sham gap (spin up / spin down)**: 0.4467 / 0.1462 hartree
**Relative energy (zero: lowest compared OMol25 entry of this formula, charge and spin)**: 15.8 kcal/mol
**Total charge**: +1

Geometry as XYZ:
```
19
Properties=species:S:1:pos:R:3:forces:R:3
C -0.449981 -0.847784 -1.084833 0.7 0.9 -1.6
C -0.097353 0.429124 -1.789113 -0.4 -0.6 -0.3
C 0.076160 -2.089313 -1.646568 0.7 -1.2 0.8
H 0.003021 -0.859020 -0.041337 -0.9 0.0 0.7
H -1.566779 -0.795527 -0.931141 0.1 -0.1 0.9
H 0.806362 0.785619 -1.225730 0.1 0.1 -0.1
H -0.472739 -2.587869 -2.457877 -0.7 0.3 -0.5
H -0.792883 1.264423 -1.714559 -0.1 0.0 0.3
H 0.156536 0.251292 -2.832383 0.3 0.2 0.0
H 1.060611 -2.015143 -2.130148 0.0 0.2 0.0
H 0.089287 -2.892212 -0.896584 0.1 0.2 -0.1
C 0.828922 0.850171 2.141712 0.0 -1.6 -1.4
C -0.511233 1.539366 2.069979 -0.7 0.4 0.5
H 0.678336 -0.254045 2.141944 0.0 0.1 0.3
H 1.412167 0.953380 1.211801 0.0 0.5 0.2
H 1.500266 1.074982 2.958696 -0.2 0.2 0.3
H -1.388766 1.011987 2.479366 0.6 -0.4 0.2
H -0.867290 1.748662 1.054567 0.5 0.4 0.0
H -0.464653 2.431908 2.692205 -0.2 0.4 -0.4
```
Positions in Å, forces in eV/Å.

Electronic structure analysis, natural (NBO) charges in units of e: -0.3829 -0.5897 -0.6345 0.3785 0.3808 0.3292 0.3430 0.2738 0.2568 0.2889 0.2616 -0.6014 -0.6269 0.2104 0.1937 0.2474 0.2315 0.1956 0.2442


(3)
A 2-piece molecular cluster, C5H14 overall in a non-equilibrium geometry. Source: OMol25; level of theory: wB97M-V/def2-TZVPD.

Output
**HOMO (spin up / spin down)**: -14.88 / -14.88 eV
**E_tot**: -198.45993 Eh
**2S+1**: 2
**Kohn-Sham gap (spin up / spin down)**: 0.4361 / 0.1528 hartree
**Relative energy (zero: lowest compared OMol25 entry of this formula, charge and spin)**: 17.0 kcal/mol
**Total charge**: +1

Geometry as XYZ:
```
19
Properties=species:S:1:pos:R:3:forces:R:3
C 0.633611 1.392574 -1.245143 1.7 -0.1 0.0
C 0.503568 2.486620 -0.213969 -0.9 -0.7 1.0
C -0.895162 0.751894 -1.409869 -1.8 0.2 0.2
H 0.989055 1.671182 -2.232731 -0.2 0.2 0.0
H 1.267343 0.596432 -0.840682 -0.4 -0.4 -0.4
H 0.666292 2.070188 0.780923 0.1 -0.5 -0.1
H -0.423268 3.047224 -0.014716 0.2 0.4 -0.7
H -0.835032 -0.014838 -2.203007 1.0 0.3 0.0
H -1.281741 0.254748 -0.533845 0.1 0.3 0.3
H 1.324688 3.167612 -0.480528 -0.1 0.5 -0.5
H -1.533283 1.589122 -1.673894 0.1 0.1 -0.1
C 0.160488 -1.826324 0.582412 1.3 -0.8 0.5
C -0.260541 -2.396008 1.963402 -0.8 0.3 -0.8
H 0.047987 -2.555273 -0.217067 -0.6 -0.1 0.0
H -0.381169 -0.926151 0.317034 0.3 -0.1 0.2
H 1.253260 -1.719764 0.538872 -0.2 0.8 0.2
H -0.975199 -1.731101 2.442224 -0.2 0.0 0.0
H 0.508338 -2.531186 2.714315 0.4 -0.2 -0.3
H -0.769236 -3.326951 1.726270 0.0 -0.2 0.7
```
Positions in Å, forces in eV/Å.

Electronic structure analysis, natural (NBO) charges in units of e: -0.2458 -0.5841 -0.4112 0.2538 0.2764 0.2691 0.3053 0.3065 0.2425 0.3364 0.2440 -0.6186 -0.6171 0.2198 0.1562 0.2126 0.2062 0.2254 0.2227


(4)
C5H14AuNO8P2 as an isolated structure in a non-equilibrium geometry. Source: OMol25; level of theory: wB97M-V/def2-TZVPD.

Output
**HOMO**: -8.88 eV
**E_tot**: -1674.20796 Eh
**2S+1**: 1
**Kohn-Sham gap**: 0.3396 hartree

Geometry as XYZ:
```
31
Properties=species:S:1:pos:R:3:forces:R:3
Au 0.324900 0.631800 -0.142200 0.6 0.3 -0.3
C -4.236900 0.150600 0.662900 0.0 0.0 0.0
C -3.132900 0.182900 1.687400 1.2 0.0 -0.6
O -3.622800 0.169900 2.997800 -0.3 0.0 0.5
P -1.962900 -1.224000 1.446800 0.4 -1.0 0.3
O -2.761700 -2.527400 1.899700 -0.3 0.3 0.4
O -0.883800 -1.057800 2.598400 -0.3 -0.2 -0.1
O -1.363200 -1.423700 0.106200 -0.5 0.0 -0.1
P -1.988900 1.612000 1.491900 -0.6 1.0 0.1
O -3.028100 2.825600 1.629300 -0.1 -0.4 0.0
O -1.029200 1.578100 2.636800 0.0 -0.2 0.2
O -1.408500 1.694600 0.089300 -0.2 -0.2 -0.1
H -4.847600 -0.738900 0.808200 -0.1 0.0 0.0
H -3.782800 0.133300 -0.325900 -0.1 0.0 -0.1
H -4.858900 1.037000 0.769700 0.0 0.0 0.0
H -2.950700 0.564400 3.573000 -0.1 -0.1 0.1
H -2.534200 -3.259500 1.327900 0.0 -0.3 -0.3
H -0.732800 -0.094600 2.764200 0.2 0.3 0.2
H -2.552300 3.655500 1.666800 0.1 0.5 0.0
C 3.676200 -3.267300 -0.691300 0.5 -0.1 0.1
N 2.646700 -2.249300 -0.628400 -0.2 0.1 -0.1
C 1.258400 -2.657800 -0.612800 -0.5 0.2 0.1
C 3.004300 -0.985700 -0.492400 0.6 -0.1 -0.1
O 2.299400 0.018400 -0.379700 -0.2 0.1 0.0
H 3.219800 -4.236700 -0.868200 0.0 0.1 0.0
H 4.236600 -3.314500 0.243600 0.0 -0.1 0.0
H 4.372600 -3.059600 -1.504400 0.0 -0.1 0.0
H 1.170200 -3.667000 -1.006900 0.0 0.0 0.0
H 0.653700 -1.982900 -1.217100 0.0 -0.1 0.1
H 0.857000 -2.626200 0.401100 0.0 0.0 -0.1
H 4.094700 -0.838700 -0.492100 -0.1 0.0 0.0
```
Positions in Å, forces in eV/Å.

Electronic structure analysis, natural (NBO) charges in units of e: 0.7125 -0.6341 -0.4601 -0.7014 2.3234 -0.9799 -1.0199 -1.1531 2.3356 -0.9843 -1.1542 -1.1416 0.2249 0.2414 0.2357 0.4930 0.5092 0.5358 0.5050 -0.4112 -0.3925 -0.4297 0.5649 -0.6805 0.2218 0.2091 0.2119 0.2080 0.2425 0.2305 0.1373